DFT (the ωB97M-V functional and the def2-TZVPD basis) results for 2 unconnected molecules or ions with the total composition C3H8O2S2.

Summary:
gap between HOMO and LUMO	0.3544	Ha
energy relative to the best compared isomer or geometry (same formula, charge and spin)	30.86	kcal per mole
structure (SMILES)	O=CCCSS.O

Structure (ORCA input):
```
! RIJCOSX wB97M-V def2-TZVPD def2/J DEFGRID3
* xyz 0 1
C 0.2416 -1.3545 0.7884
C 1.7350 -1.3249 0.7187
O 2.3891 -0.2992 0.6774
C -0.4592 -0.0214 1.2048
S -2.2105 0.0131 0.6490
S -1.9223 0.8383 -1.2078
H -0.0085 -1.6090 -0.2736
H -0.0923 -2.2264 1.3556
H 2.1752 -2.3526 0.4187
H -0.5424 0.0577 2.3003
H 0.0065 0.8581 0.7746
H -2.3862 2.0748 -0.8638
H 3.2140 0.2601 -1.3547
H 3.6760 1.7508 -1.6846
O 3.9831 0.7702 -1.6779
*
```

***

DFT (the ωB97M-V functional and the def2-TZVPD basis) results for 2 unconnected molecules or ions with the total composition C3H8O2Si.

Summary:
gap between HOMO and LUMO (spin up / spin down)	0.2859 / 0.2789	Ha
energy relative to the best compared isomer or geometry (same formula, charge and spin)	142.60	kcal per mole

Structure (ORCA input):
```
! RIJCOSX wB97M-V def2-TZVPD def2/J DEFGRID3
* xyz 0 1
C 2.4610 -0.7590 -0.4212
C 1.6685 -1.1362 0.5242
C -0.9720 1.3009 -0.3781
O 0.0574 1.9538 0.3544
O -2.2707 -1.2131 -0.6822
Si -1.3306 -0.4194 0.3297
H 3.6441 -0.5875 -0.4409
H 2.0450 -0.4106 -1.4127
H 1.9718 -1.3689 1.5731
H -1.8665 1.9314 -0.5472
H -0.5284 1.1127 -1.3738
H 0.2624 1.3141 1.0608
H -3.2165 -1.1425 -0.3215
H -1.9256 -0.5758 1.7352
*
```

***

DFT (the ωB97M-V functional and the def2-TZVPD basis) results for a molecular structure, C3H8O2Yb.

Summary:
gap between HOMO and LUMO (spin up / spin down)	0.3034 / 0.2764	Ha
energy relative to the best compared isomer or geometry (same formula, charge and spin)	0.00	kcal per mole
⟨S²⟩	0.753

Structure (ORCA input):
```
! RIJCOSX wB97M-V def2-TZVPD def2/J DEFGRID3
* xyz 1 2
C 0.4146 -1.7877 0.1727
C 1.7976 -1.2039 0.3685
O 1.6863 0.2455 0.2680
C 2.8818 0.9371 0.0120
Yb -0.8510 0.1393 -0.3417
H 0.4046 -2.5059 -0.6613
H 0.0444 -2.2593 1.0960
H 2.5164 -1.5374 -0.3987
H 2.2227 -1.3921 1.3680
H 2.7647 1.9816 0.3338
H 3.7188 0.4550 0.5421
O -2.1744 1.6832 -0.9339
H -2.7463 2.2207 -0.3877
H 3.0833 0.9279 -1.0675
*
```

***

| no. | E_tot (hartree) |
| --- | --- |
| 1 | -1065.932849 |
| 2 | -558.923291 |
| 3 | -1427.969279 |